# C18H43CuF6NO6S2Si2

A structure of composition C18H43CuF6NO6S2Si2 in a non-equilibrium geometry (the ωB97M-V functional and the def2-TZVPD basis, the OMol25 dataset).

Calculated values
Calculated total energy, eV: -131505.8038
<S²>: 0.754
Maximum force, eV Å⁻¹: 4.5
Gap between HOMO and LUMO (alpha / beta), hartree: 0.351 / 0.297
2S+1: 2
Charge: 0
Energy relative to the best compared isomer or geometry (same formula, charge and spin), eV: 1.223

Positions of all 79 atoms, in Å:
1 O -0.72769 -1.72276 -1.39922
2 O 0.78280 1.62513 -4.81044
3 C -0.24193 -3.00385 -1.81899
4 C -1.20344 -4.01986 -1.25180
5 H 0.75747 -3.20476 -1.38581
6 H -0.13736 -2.96309 -2.92586
7 H -1.15059 -3.93553 -0.15298
8 H -1.02576 -5.07905 -1.47401
9 H -2.21209 -3.71190 -1.57497
10 C -1.76480 -1.07734 -2.24285
11 C -1.66497 -1.16828 -3.76380
12 H -1.82583 -0.04256 -1.88440
13 H -2.72998 -1.56141 -2.01784
14 H -0.94782 -0.49098 -4.28345
15 H -2.68497 -0.89273 -4.10413
16 H -1.48500 -2.21137 -4.06490
17 C 0.29178 2.42981 -3.71005
18 C 2.17678 1.19848 -4.64693
19 C -1.19150 2.71516 -3.86843
20 H 0.81003 3.41498 -3.66732
21 H 0.48480 1.91148 -2.75033
22 H -1.37388 3.09809 -4.88155
23 H -1.52152 3.43459 -3.11126
24 H -1.82859 1.82956 -3.75644
25 C 2.60558 0.28632 -5.78994
26 H 2.29067 0.64862 -3.67778
27 H 2.83073 2.10109 -4.62223
28 H 1.93054 -0.56191 -5.99293
29 H 3.57580 -0.16146 -5.58675
30 H 2.65147 0.85836 -6.71174
31 H 0.46133 -0.83759 -0.41338
32 Cu -0.12814 -0.59684 0.95456
33 C 1.52194 -0.68811 -0.37540
34 Si 2.92268 0.33415 0.64867
35 H 2.03559 -1.68064 -0.50363
36 H 1.62136 -0.11004 -1.35402
37 C 4.56779 -0.06081 -0.23770
38 C 3.27972 -0.09273 2.43964
39 C 2.66903 2.19432 0.59289
40 C -1.81339 -1.49024 1.35954
41 Si -3.23251 -0.27761 1.53467
42 H -1.70931 -2.05493 2.30043
43 H -1.86250 -2.24311 0.55625
44 C -4.63794 -1.03951 0.48611
45 C -2.83328 1.46068 0.93239
46 C -3.89387 -0.16245 3.31178
47 H 2.19205 2.51840 -0.33620
48 H 3.62398 2.73397 0.65509
49 H 2.04001 2.55957 1.40545
50 H 4.74324 -1.14256 -0.32432
51 H 5.42375 0.35692 0.30570
52 H 4.60873 0.33697 -1.25858
53 H 2.90892 -1.09360 2.70663
54 H 2.80429 0.60771 3.14770
55 H 4.36342 -0.07958 2.66072
56 H -3.47228 1.74222 0.07821
57 H -1.78548 1.50948 0.61132
58 H -2.96280 2.21245 1.72904
59 H -4.98278 0.01126 3.29092
60 H -3.41294 0.66073 3.85803
61 H -3.69909 -1.09586 3.86012
62 H -5.61996 -0.66760 0.83429
63 H -4.62608 -2.13935 0.60676
64 H -4.54799 -0.80571 -0.59072
65 F 1.26204 -2.85866 5.72984
66 C 1.24857 -1.50921 5.69568
67 F 0.83963 -1.03918 6.89212
68 F 2.51234 -1.07252 5.49972
69 S 0.10603 -0.91652 4.32090
70 O 0.70866 -1.35776 3.04922
71 O -1.24802 -1.28786 4.59521
72 N 0.37385 0.65227 4.58336
73 S -0.22560 1.68369 3.52021
74 O 0.14043 1.32539 2.11139
75 O -1.61704 2.00817 3.74674
76 C 0.77928 3.15307 4.07652
77 F 0.49467 3.46283 5.34704
78 F 2.10658 2.91545 3.99549
79 F 0.48038 4.21806 3.29275

# C18H43F6NO6S2Si2V

A structure of composition C18H43F6NO6S2Si2V in a non-equilibrium geometry (the ωB97M-V functional and the def2-TZVPD basis, the OMol25 dataset).

Calculated values
Calculated total energy, eV: -112548.9832
<S²>: 2.109
Maximum force, eV Å⁻¹: 2.3
Gap between HOMO and LUMO (alpha / beta), hartree: 0.274 / 0.311
2S+1: 3
Charge: +1
Energy relative to the best compared isomer or geometry (same formula, charge and spin), eV: 0.755

Positions of all 79 atoms, in Å:
1 O -0.94235 -0.15546 -1.69046
2 O 1.08036 -2.25764 -2.16548
3 C -2.17597 -0.82692 -1.41869
4 C -3.42550 -0.01105 -1.65229
5 H -2.10767 -1.14777 -0.37237
6 H -2.18335 -1.74428 -2.02263
7 H -3.33842 0.99321 -1.22377
8 H -4.26874 -0.51630 -1.18006
9 H -3.64271 0.05406 -2.72158
10 C -0.95180 0.77408 -2.79565
11 C -0.11447 0.26606 -3.93422
12 H -0.56131 1.73064 -2.41253
13 H -1.97791 0.96956 -3.13964
14 H 0.89947 0.01219 -3.60614
15 H -0.04166 1.03251 -4.71355
16 H -0.58310 -0.62052 -4.38318
17 C 2.51901 -2.28335 -2.20217
18 C 0.45040 -3.37064 -2.81290
19 C 3.09442 -1.11341 -2.97013
20 H 2.87933 -3.23216 -2.63638
21 H 2.84661 -2.23439 -1.15367
22 H 2.74229 -1.08180 -4.00894
23 H 4.18291 -1.22754 -3.00302
24 H 2.88064 -0.15115 -2.49358
25 C 0.78080 -3.49381 -4.28765
26 H -0.62769 -3.21240 -2.67483
27 H 0.72138 -4.30043 -2.28284
28 H 0.60218 -2.55242 -4.82272
29 H 0.13238 -4.26013 -4.72262
30 H 1.81845 -3.81071 -4.44804
31 H 0.46092 -0.87125 -0.40957
32 V 0.14077 1.10981 0.90654
33 C 0.80431 -0.98651 0.67012
34 Si 0.53551 -2.75849 1.33243
35 H 1.86606 -0.70900 0.79073
36 H 0.11479 -0.52448 1.48594
37 C -1.03589 -3.46384 0.60133
38 C 0.31072 -2.66555 3.19883
39 C 1.97507 -3.86607 0.88783
40 C -1.86952 0.90348 1.58749
41 Si -2.22988 1.66298 3.26236
42 H -2.40349 -0.05343 1.45491
43 H -2.14529 1.55068 0.71777
44 C -1.76997 0.42143 4.59283
45 C -4.06547 2.01323 3.45501
46 C -1.32872 3.27820 3.54912
47 H 1.91686 -4.80297 1.45918
48 H 2.92722 -3.37515 1.12729
49 H 1.97642 -4.11997 -0.18093
50 H -1.92076 -2.94432 0.99102
51 H -1.10336 -4.52572 0.87654
52 H -1.03115 -3.38799 -0.49352
53 H -0.32555 -1.82708 3.51231
54 H 1.28269 -2.57172 3.70215
55 H -0.15826 -3.59628 3.55242
56 H -4.65707 1.25431 2.92850
57 H -4.32790 2.99558 3.04325
58 H -4.35093 1.99584 4.51513
59 H -1.25392 3.87991 2.63474
60 H -0.30664 3.10955 3.91252
61 H -1.87208 3.87470 4.29729
62 H -2.23520 0.71131 5.54622
63 H -0.68419 0.36642 4.74265
64 H -2.13331 -0.58173 4.33277
65 F 2.84404 4.30684 -2.73473
66 C 1.87073 4.39307 -1.80595
67 F 2.18030 5.37201 -0.93091
68 F 0.70811 4.70331 -2.41828
69 S 1.65854 2.73112 -0.89094
70 O 0.26290 2.78172 -0.38990
71 O 1.99637 1.69187 -1.83448
72 N 2.72342 2.70856 0.30256
73 S 2.40791 2.89504 1.85983
74 O 1.21994 2.09958 2.28746
75 O 3.60638 2.70177 2.62059
76 C 1.80935 4.65823 2.24132
77 F 2.73094 5.59285 1.95382
78 F 0.67397 4.92060 1.54316
79 F 1.51631 4.71951 3.56499